(1)
This record from OMol25 describes a single C4H6O2 molecule. The level of theory is ωB97M-V with the def2-TZVPD basis set.

As for the LUMO energy: 0.010 Eh. Its energy above the lowest of the compared OMol25 structures with the same formula, charge and spin is 33.09 kcal per mole. As for the structure (SMILES): C=CC(=O)CO. The calculation puts the orbital gap at 0.3739 Eh.

Geometry (Å):
H: 1.785 1.079 0.915
C: 1.419 0.569 0.018
C: -0.087 0.684 0.019
H: 1.768 1.163 -0.833
H: 2.818 -0.778 -0.023
H: -0.322 -1.522 0.177
H: -2.717 0.405 -0.175
O: 1.860 -0.783 -0.081
C: -2.212 -0.551 -0.057
H: -2.841 -1.453 0.005
O: -0.600 1.780 -0.027
C: -0.871 -0.593 0.064

Charges computed using Löwdin, reported in e: number 1, H, carries 0.132; number 2, C, carries -0.181; number 3, C, carries -0.398; number 4, H, carries 0.131; number 5, H, carries 0.088; number 6, H, carries 0.095; number 7, H, carries 0.069; number 8, O, carries -0.066; number 9, C, carries 0.059; number 10, H, carries 0.069; number 11, O, carries 0.078; number 12, C, carries -0.076

(2)
This record from OMol25 describes a single C5H10N4 molecule. The level of theory is ωB97M-V with the def2-TZVPD basis set.

As for the LUMO energy: 0.035 Eh. Its energy above the lowest of the compared OMol25 structures with the same formula, charge and spin is 41.18 kcal per mole. As for the structure (SMILES): [H]/N=C(\N)[C@@]12CNC[C@@H]1N2. The calculation puts the orbital gap at 0.3665 Eh.

Geometry (Å):
H: -1.546 -2.230 -1.237
H: 0.084 -1.358 -2.306
C: -0.960 -0.699 0.326
H: 1.946 1.829 2.250
H: -1.188 2.225 0.655
H: -0.350 -2.913 0.071
N: -0.318 2.367 1.162
C: 0.082 0.305 0.043
H: -0.298 2.821 2.089
C: 1.111 -0.427 -0.842
H: -1.326 0.154 -1.415
H: 1.393 0.150 -1.791
N: -1.269 0.448 -0.456
H: -1.437 -0.883 1.260
N: 1.769 1.132 1.478
N: 0.437 -1.609 -1.406
C: -0.683 -1.986 -0.588
H: 1.999 -0.642 -0.328
C: 0.554 1.316 1.035

Charges computed using Löwdin, reported in e: number 1, H, carries 0.113; number 2, H, carries 0.080; number 3, C, carries -0.202; number 4, H, carries 0.055; number 5, H, carries 0.079; number 6, H, carries 0.139; number 7, N, carries 0.128; number 8, C, carries -0.349; number 9, H, carries 0.114; number 10, C, carries -0.117; number 11, H, carries 0.099; number 12, H, carries 0.143; number 13, N, carries 0.086; number 14, H, carries 0.127; number 15, N, carries 0.106; number 16, N, carries -0.077; number 17, C, carries -0.164; number 18, H, carries 0.082; number 19, C, carries -0.443

(3)
This record from OMol25 describes 2 unconnected molecules or ions with the total composition C10H15NO. The level of theory is ωB97M-V with the def2-TZVPD basis set.

As for the LUMO energy: 0.026 Eh. Its energy above the lowest of the compared OMol25 structures with the same formula, charge and spin is 53.94 kcal per mole. As for the structure (SMILES): Cc1ccccc1.CCC(N)=O. The calculation puts the orbital gap at 0.3582 Eh.

Geometry (Å):
C: -2.417 -1.553 -1.132
C: 2.869 1.745 0.943
H: 3.730 2.274 1.352
C: 1.390 -0.061 1.335
H: -0.982 0.757 -0.792
C: 1.354 -0.247 -0.070
H: -2.183 2.098 -0.731
H: 2.913 2.682 -0.931
H: 1.121 -1.733 2.785
H: 0.912 -1.088 -0.623
H: -2.975 0.086 -2.433
H: 2.261 1.151 2.942
H: -0.859 -2.939 -1.392
H: -0.041 -1.757 1.663
H: -3.901 -0.016 -0.967
C: -2.861 -0.054 -1.355
H: 1.574 0.870 -2.018
C: -2.055 0.972 -0.493
H: -0.384 -1.450 -1.824
O: -3.139 -2.458 -0.690
C: 1.802 0.756 -0.933
C: 2.079 1.009 1.890
H: -0.269 -0.426 2.613
N: -1.144 -2.006 -1.506
C: 2.553 1.775 -0.403
C: 0.602 -1.036 2.115
H: -1.951 0.650 0.654

Charges computed using Löwdin, reported in e: number 1, C, carries -0.468; number 2, C, carries -0.085; number 3, H, carries 0.100; number 4, C, carries -0.297; number 5, H, carries 0.032; number 6, C, carries -0.074; number 7, H, carries 0.097; number 8, H, carries 0.114; number 9, H, carries 0.081; number 10, H, carries 0.081; number 11, H, carries 0.106; number 12, H, carries 0.107; number 13, H, carries 0.086; number 14, H, carries 0.050; number 15, H, carries 0.105; number 16, C, carries -0.163; number 17, H, carries 0.119; number 18, C, carries -0.105; number 19, H, carries 0.056; number 20, O, carries 0.008; number 21, C, carries -0.114; number 22, C, carries -0.019; number 23, H, carries 0.121; number 24, N, carries 0.142; number 25, C, carries -0.124; number 26, C, carries -0.074; number 27, H, carries 0.117